Version A
C3H11BrSi3 | wB97M-V/def2-TZVPD

```
18
C3H11BrSi3 wB97M-V/def2-TZVPD
Br 1.5223 -2.0087 -0.5107
Si 5.9257 1.8716 0.3002
Si 0.1696 -0.9129 0.7687
Si -1.9336 -1.6096 0.7449
C -2.4396 -0.4574 -0.6367
C -1.2076 0.3172 -1.1173
C -0.1822 0.7362 -0.0885
H 5.3674 3.0798 0.7560
H -0.7601 -0.1567 -1.9656
H 5.1688 1.0338 1.2287
H -0.3790 1.5358 0.6639
H -2.9201 -1.3481 1.7806
H 0.6489 -0.3795 2.0676
H -2.0381 -3.1154 0.3734
H -1.6905 1.1931 -1.6811
H -2.6122 -1.0552 -1.5479
H 0.7079 1.1568 -0.6201
H -3.3477 0.1193 -0.5161
```

Calculated values
**Gap between HOMO and LUMO**: 0.283 Eh
**HOMO**: -8.740 eV

These are the Mulliken partial charges, in e, on atoms 1 to 5: number 1, Br, carries -0.226; number 2, Si, carries 0.134; number 3, Si, carries 0.360; number 4, Si, carries 0.346; number 5, C, carries -0.632

Version B
C3H11BrSi3 | wB97M-V/def2-TZVPD

```
18
C3H11BrSi3 wB97M-V/def2-TZVPD
Br 3.4742 -0.0061 -0.4145
Si 0.6433 -2.0713 0.5656
Si -0.7592 -1.2994 -1.0898
Si 1.8113 -0.1585 1.0242
C 0.7634 1.4707 0.7807
C 0.0372 1.4828 -0.5458
C -1.2413 0.4687 -0.6072
H -1.9175 0.6049 -1.3652
H -1.9120 -2.0451 -0.9719
H -0.1008 -2.9256 1.4446
H 0.0029 -0.8769 -2.2934
H 0.6687 1.2551 -1.3866
H 2.6601 0.0958 2.2084
H 0.1758 1.4416 1.6444
H 2.0043 -2.8698 0.4514
H -0.4098 2.4785 -0.7464
H -1.8258 0.5507 0.2724
H 1.5278 2.2497 0.8576
```

Calculated values
**SMILES string**: Br[Si@H]1CCC[SiH2][SiH2]1
**Gap between HOMO and LUMO**: 0.359 Eh
**HOMO**: -9.289 eV

These are the Mulliken partial charges, in e, on atoms 1 to 5: number 1, Br, carries -0.260; number 2, Si, carries 0.293; number 3, Si, carries 0.398; number 4, Si, carries 0.433; number 5, C, carries -0.870

Compare the structures above. Which one is the least stable? version A is.